<P>
DFT (the ωB97M-V functional and the def2-TZVPD basis) results for a cluster of 2 separate species, C4H13NO2 in total.

As for the net charge: +1. As for the spin multiplicity: 2. For the HOMO energy (spin up / spin down), the calculation gives -14.10 / -14.10 eV. Its HOMO-LUMO gap (spin up / spin down) is 0.3823 / 0.1829 hartree.

Geometry as XYZ:
```
20
Properties=species:S:1:pos:R:3:lowdin_spin:R:1
C 0.382 -0.861 -1.521 0.138
C 0.023 0.667 -1.190 0.138
C -0.016 0.808 0.370 0.085
C 1.250 0.435 1.136 0.008
O -1.112 0.105 0.988 0.074
N -1.103 1.124 -1.883 0.479
H -0.415 -1.490 -1.138 0.004
H 1.405 -1.055 -1.235 0.013
H 0.396 -0.924 -2.608 0.001
H 0.875 1.274 -1.516 0.000
H -0.274 1.850 0.580 0.025
H 0.968 0.001 2.086 0.003
H 1.929 1.282 1.065 0.000
H 1.763 -0.379 0.617 0.003
H -1.929 0.238 0.470 0.000
H -1.908 0.499 -1.833 0.015
H -0.848 1.364 -2.843 0.016
H -0.287 -1.607 2.066 0.000
H -0.703 -1.295 3.464 0.000
O -0.396 -2.035 2.929 0.000
```

<Q>
DFT (the ωB97M-V functional and the def2-TZVPD basis) results for a cluster of 2 separate species, C4H13NO2 in total.

As for the net charge: +1. As for the spin multiplicity: 2. For the HOMO energy (spin up / spin down), the calculation gives -14.21 / -14.21 eV. Its HOMO-LUMO gap (spin up / spin down) is 0.4048 / 0.2330 hartree.

Geometry as XYZ:
```
20
Properties=species:S:1:pos:R:3:lowdin_spin:R:1
C 2.461 0.083 -0.691 0.040
C 1.043 0.407 -1.303 0.069
N 0.423 1.515 -0.521 0.730
C -0.513 1.391 0.678 0.066
C 0.048 0.477 1.702 0.005
O -0.578 -0.806 1.257 0.007
H 2.340 -0.749 0.115 0.001
H 3.244 -0.286 -1.523 0.004
H 2.925 0.891 -0.242 0.000
H 1.129 0.913 -2.254 -0.001
H 0.398 -0.470 -1.435 0.027
H -0.025 2.272 -1.160 0.010
H -0.690 2.272 1.260 0.005
H -1.434 0.899 0.335 0.036
H -0.290 0.751 2.684 0.000
H 1.133 0.358 1.691 0.000
H -0.214 -1.522 1.793 0.000
H -2.947 -3.161 -1.002 0.000
H -1.702 -2.405 -0.572 0.000
O -2.554 -2.259 -1.051 0.000
```

<R>
DFT (the ωB97M-V functional and the def2-TZVPD basis) results for a cluster of 2 separate species, C4H13NO2 in total.

As for the net charge: +1. As for the spin multiplicity: 2. For the HOMO energy (spin up / spin down), the calculation gives -13.70 / -13.70 eV. Its HOMO-LUMO gap (spin up / spin down) is 0.3826 / 0.2132 hartree.

Geometry as XYZ:
```
20
Properties=species:S:1:pos:R:3:lowdin_spin:R:1
C -0.633 0.930 1.930 0.084
C -0.902 1.422 0.471 0.080
N -0.715 0.375 -0.467 0.636
C -1.451 -0.864 -0.414 0.084
C -1.181 -1.607 -1.767 0.017
O -1.676 -2.988 -1.808 0.005
H -0.870 1.822 2.544 0.007
H 0.429 0.656 2.155 0.000
H -1.224 0.063 2.223 0.003
H -0.085 2.126 0.269 0.002
H -1.933 1.803 0.465 0.016
H 0.215 0.169 -0.832 0.013
H -2.507 -0.709 -0.208 0.005
H -0.981 -1.495 0.373 0.048
H -1.659 -0.931 -2.488 0.001
H -0.128 -1.837 -1.949 0.000
H -2.386 -2.801 -2.434 0.000
H 5.431 0.819 0.235 0.000
H 6.276 1.439 1.304 0.000
O 5.979 1.609 0.397 0.000
```

<S>
DFT (the ωB97M-V functional and the def2-TZVPD basis) results for a cluster of 3 separate species, C4H13NO2 in total.

As for the net charge: +1. As for the spin multiplicity: 2. For the HOMO energy (spin up / spin down), the calculation gives -13.56 / -13.56 eV. Its HOMO-LUMO gap (spin up / spin down) is 0.3779 / 0.1647 hartree.

Geometry as XYZ:
```
20
Properties=species:S:1:pos:R:3:lowdin_spin:R:1
N 0.308 -0.049 1.228 0.643
C 0.661 1.367 0.808 0.059
C -0.780 1.902 0.795 0.009
C -1.616 0.721 0.210 0.015
C -0.677 -0.575 0.223 0.069
H 1.169 -0.611 1.073 0.013
H 1.262 1.991 1.465 0.001
H 0.930 1.454 -0.250 0.031
H -1.237 2.122 1.750 0.001
H -1.006 2.756 0.151 0.000
H -2.507 0.562 0.809 0.001
H -1.669 0.902 -0.877 0.001
H -0.974 -1.574 0.566 0.004
H -0.265 -0.461 -0.791 0.045
H -0.760 -0.559 2.876 0.000
H -0.157 -1.261 4.100 0.000
O -0.812 -1.394 3.402 0.107
H 2.553 -0.511 -6.021 0.000
H 2.540 -1.952 -6.627 0.000
O 2.374 -1.438 -5.832 0.000
```

Which one sits at the top of the stability order? <R> does.

<P>
DFT (the ωB97M-V functional and the def2-TZVPD basis) results for a cluster of 2 separate species, C9H14O in total.

As for the net charge: +1. As for the spin multiplicity: 2. For the HOMO energy (spin up / spin down), the calculation gives -13.97 / -14.13 eV. Its HOMO-LUMO gap (spin up / spin down) is 0.3750 / 0.2445 hartree.

Geometry as XYZ:
```
24
Properties=species:S:1:pos:R:3:lowdin_spin:R:1
C 1.334 2.821 0.478 0.000
C 2.233 4.049 0.482 0.000
H 0.361 2.924 0.960 0.000
H 1.201 2.518 -0.563 0.000
H 1.714 1.974 1.063 0.000
H 3.191 3.822 0.941 0.000
H 1.775 4.981 0.845 0.000
H 2.341 4.419 -0.529 0.000
C -0.539 -1.335 2.670 0.058
C -0.616 -0.948 -1.581 0.192
C -0.415 -2.218 -1.033 0.094
C -0.634 0.203 -0.724 0.078
C -0.292 -2.376 0.324 0.080
C -0.511 0.016 0.609 0.030
C -0.486 -1.294 1.214 0.258
O -0.874 -0.619 -2.835 0.170
H -0.359 -3.051 -1.724 0.001
H -0.842 -1.400 -3.427 0.000
H -0.706 1.230 -1.051 0.001
H 0.039 -3.286 0.808 0.001
H -0.732 0.894 1.207 -0.002
H -0.017 -0.452 3.059 0.013
H -0.208 -2.257 3.144 0.002
H -1.563 -1.116 3.006 0.025
```

<Q>
DFT (the ωB97M-V functional and the def2-TZVPD basis) results for a cluster of 2 separate species, C9H14O in total.

As for the net charge: +1. As for the spin multiplicity: 2. For the HOMO energy (spin up / spin down), the calculation gives -13.74 / -13.74 eV. Its HOMO-LUMO gap (spin up / spin down) is 0.3580 / 0.2221 hartree.

Geometry as XYZ:
```
24
Properties=species:S:1:pos:R:3:lowdin_spin:R:1
C 3.112 -0.506 1.457 0.002
C 2.394 -0.555 2.779 0.001
H 3.403 -1.545 1.020 0.000
H 2.701 0.138 0.632 0.001
H 4.123 0.053 1.709 0.000
H 3.155 -0.787 3.576 0.000
H 1.777 -1.443 3.024 0.000
H 1.714 0.285 3.017 0.000
C -2.154 -1.544 -2.543 0.044
C -2.171 -0.113 -0.553 0.052
C -1.441 -0.562 -1.648 0.241
C -1.623 0.666 0.434 0.105
C -0.194 0.952 0.396 0.213
C -0.066 -0.247 -1.756 0.027
C 0.533 0.553 -0.778 0.109
O 0.457 1.679 1.254 0.170
H -3.264 -0.315 -0.652 -0.001
H -2.085 0.872 1.350 0.003
H -2.050 -1.336 -3.645 0.012
H -3.302 -1.339 -2.421 0.001
H 0.455 -0.475 -2.718 -0.001
H -0.178 2.351 1.638 0.003
H 1.522 0.830 -0.860 0.002
H -1.966 -2.577 -2.427 0.015
```

Which one sits at the top of the stability order? <P> does.